Entry from the Open Molecules 2025 dataset: C12H32B2MgO6S3 as an isolated structure in a non-equilibrium geometry (the ωB97M-V functional and the def2-TZVPD basis).

```
56
Properties=species:S:1:pos:R:3
Mg -0.0473 0.1685 1.3720
B 1.9300 0.8532 1.6572
H 1.2416 1.8135 1.8116
H 1.5787 -0.0122 2.3777
H 1.6712 0.4673 0.5514
H 3.0944 1.1604 1.7186
B -1.5675 0.2464 2.7802
H -0.6578 0.6510 3.4445
H -2.5753 0.1680 3.4369
H -1.7337 1.0757 1.9433
H -1.2767 -0.7984 2.3198
C -0.1514 5.4627 0.4720
C 1.1702 4.7466 0.7200
C 1.3004 3.7159 -0.3826
S -0.3583 3.0678 -0.5338
O -0.4562 1.8248 0.1850
O -0.7798 3.1041 -1.9095
C -1.1985 4.3668 0.3845
H -0.1434 6.1184 -0.4037
H -0.3442 6.1648 1.2872
H 1.0562 4.1822 1.6552
H 2.0411 5.3813 0.8594
H 2.0332 2.9197 -0.2847
H 1.4568 4.2253 -1.3391
H -1.4221 3.9750 1.3760
H -2.1028 4.5727 -0.1811
C 1.6545 -5.2443 0.4939
C 2.3491 -4.1608 -0.3351
C 2.7793 -3.0885 0.6590
S 1.4355 -2.9587 1.8177
O 0.5714 -1.8926 1.4199
O 1.9420 -3.0143 3.1506
C 0.6406 -4.5127 1.3762
H 2.3808 -5.7685 1.1187
H 1.1790 -5.9875 -0.1444
H 1.6674 -3.7459 -1.0824
H 3.2115 -4.5215 -0.8968
H 3.1069 -2.1496 0.2186
H 3.6281 -3.4520 1.2446
H -0.2584 -4.2393 0.8269
H 0.4199 -5.0248 2.3087
C -3.1732 -0.0572 -2.6769
C -2.0056 -0.0614 -3.6746
C -0.7382 -0.4276 -2.8818
S -1.2713 -1.4179 -1.4848
O -0.9681 -0.6632 -0.3042
O -0.8408 -2.7859 -1.6065
C -3.0082 -1.2964 -1.8183
H -4.1599 -0.0457 -3.1368
H -3.0979 0.8599 -2.0845
H -1.8694 0.9228 -4.1161
H -2.1810 -0.8030 -4.4559
H -0.3394 0.4801 -2.4304
H 0.0044 -0.9562 -3.4707
H -3.6014 -1.4319 -0.9169
H -3.2166 -2.1767 -2.4358
```

relative energy (zero: lowest compared OMol25 entry of this formula, charge and spin): 0.0 kcal per mole
orbital gap: 9.5 eV
total charge: 0
HOMO: -9.24 eV

Results of the natural (NBO) charge analysis, in e, for atoms 1 through 5: Mg 1.794; B -0.818; H -0.037; H -0.031; H -0.084

***

Entry from the Open Molecules 2025 dataset: C12H32Li2N2O2 as an isolated structure in a non-equilibrium geometry (the ωB97M-V functional and the def2-TZVPD basis).

```
50
Properties=species:S:1:pos:R:3
Li -0.3148 -1.2173 0.9986
Li 0.2602 0.9702 -0.5434
O -0.2000 -0.8216 -0.9211
H 0.2337 -1.4282 -1.5523
O -0.0125 0.6250 1.4820
H -0.5084 1.1233 2.1605
C -1.1144 1.8280 -3.6013
C 0.3920 1.7470 -3.1590
N 0.7770 2.4484 -1.8741
C 2.1881 2.2283 -1.7648
C 2.7801 2.6593 -0.4169
C 0.3202 3.8812 -1.8726
C 0.8162 4.6017 -3.0892
H -1.1259 1.1711 -4.4711
H -1.3530 2.7957 -4.0425
H -1.9145 1.5159 -2.9301
H 0.7006 0.7308 -2.9136
H 1.0389 1.9916 -4.0014
H 2.3766 1.1576 -1.8425
H 2.8014 2.7092 -2.5269
H 2.2956 2.1377 0.4085
H 3.8549 2.4906 -0.3502
H 2.7067 3.7380 -0.2784
H 0.6966 4.3796 -0.9792
H -0.7581 3.7843 -1.7462
H 0.6964 5.6849 -3.0698
H 0.4009 4.2694 -4.0406
H 1.8904 4.4886 -3.2359
C 1.5309 -3.3269 1.8138
C 0.3746 -3.2519 2.8796
N -0.9062 -2.7478 2.2954
C -1.3092 -3.5240 1.1175
C -2.3945 -2.8243 0.3252
C -1.9142 -2.5862 3.3778
C -1.5687 -1.4118 4.2234
H 2.4786 -3.0396 2.2693
H 1.4508 -2.5268 1.0779
H 1.5355 -4.2294 1.2027
H 0.3210 -4.2905 3.2060
H 0.6259 -2.6930 3.7811
H -0.5404 -3.6870 0.3622
H -1.7683 -4.4755 1.3858
H -2.3830 -1.7348 0.3569
H -2.6618 -3.1407 -0.6830
H -3.3139 -3.0616 0.8604
H -2.2623 -3.4590 3.9302
H -2.8760 -2.3718 2.9118
H -0.8556 -1.6755 5.0045
H -2.4245 -1.0291 4.7795
H -1.0638 -0.6028 3.6955
```

relative energy (zero: lowest compared OMol25 entry of this formula, charge and spin): 41.6 kcal per mole
orbital gap: 8.7 eV
total charge: 0
HOMO: -8.12 eV

Results of the natural (NBO) charge analysis, in e, for atoms 1 through 5: Li 0.893; Li 0.915; O -1.363; H 0.439; O -1.365

***

Entry from the Open Molecules 2025 dataset: C12H33Br2N3O3V as an isolated structure in a non-equilibrium geometry (the ωB97M-V functional and the def2-TZVPD basis).

```
54
Properties=species:S:1:pos:R:3
V -0.9109 -0.0820 0.5640
Br 0.8325 -1.4102 2.3507
Br -2.9559 1.2856 -0.5449
C -3.9624 -3.4206 1.7313
C -3.3270 -2.0176 1.4082
C -2.9664 -1.2805 2.6573
O -2.2924 0.0330 2.4134
C -2.1677 0.8816 3.5809
N -2.0666 -2.2630 0.7048
H -4.3201 -3.7757 0.7648
H -4.8869 -3.2974 2.2954
H -3.3397 -4.2292 2.1138
H -4.1193 -1.5216 0.8476
H -2.3058 -1.9255 3.2366
H -3.8672 -1.0489 3.2256
H -1.7550 0.2724 4.3851
H -3.1635 1.1172 3.9564
H -1.5548 1.7707 3.4330
H -2.1783 -2.7269 -0.1854
H -1.5827 -3.0267 1.1549
C 0.8989 3.4527 -0.7257
C 1.4397 2.3407 0.1823
C 2.7067 2.7035 0.9605
O 2.9206 1.6196 1.9364
C 3.8677 0.6697 1.4974
N 0.3750 1.6917 0.9175
H -0.0659 3.2681 -1.1981
H 1.6324 3.7706 -1.4667
H 0.8543 4.4116 -0.2096
H 1.8868 1.7110 -0.5869
H 2.5523 3.6196 1.5307
H 3.5544 2.9437 0.3188
H 4.1491 0.0177 2.3244
H 4.8123 1.0935 1.1564
H 3.5334 -0.0707 0.7706
H 0.9363 1.4517 1.7221
H -0.1430 2.4446 1.3474
C 1.3396 -2.5158 -1.8173
C 1.3015 -1.0395 -1.8927
C 1.5197 -0.4520 -3.3027
O 0.9260 0.8886 -3.4589
C 0.7907 1.0877 -4.8584
N 0.0531 -0.6299 -1.4361
H 0.6199 -2.9512 -2.5105
H 1.1385 -2.9624 -0.8436
H 2.3869 -2.7563 -2.0004
H 1.9991 -0.5543 -1.2100
H 0.9221 -1.1293 -3.9128
H 2.5114 -0.3362 -3.7399
H 1.6322 1.6352 -5.2829
H 0.0469 1.8822 -4.9182
H 0.5109 0.2558 -5.5047
H -0.6520 -1.1384 -1.9502
H -0.0673 0.2417 -1.9321
```

relative energy (zero: lowest compared OMol25 entry of this formula, charge and spin): 46.5 kcal per mole
orbital gap (alpha / beta): 7.8 / 8.7 eV
total charge: 0
2S+1: 4
HOMO (alpha / beta): -7.34 / -8.25 eV

Results of the natural (NBO) charge analysis, in e, for atoms 1 through 5: V 0.982; Br -0.705; Br -0.664; C -0.625; C -0.076

***

Entry from the Open Molecules 2025 dataset: C12H33ClN3O3Pd as an isolated structure in a non-equilibrium geometry (the ωB97M-V functional and the def2-TZVPD basis).

```
53
Properties=species:S:1:pos:R:3
Pd 1.2200 3.8017 -1.2571
Cl 1.9173 1.7651 0.0094
C -1.0767 2.9766 -4.5320
C -1.3711 2.3708 -3.1705
C -1.8640 0.9367 -3.3315
O -2.1889 0.4909 -2.0213
C -2.5275 -0.8839 -1.9765
N -0.1237 2.3630 -2.3617
H -2.0116 3.1526 -5.0656
H -0.4338 2.3401 -5.1417
H -0.5919 3.9485 -4.4323
H -2.1582 2.9072 -2.6422
H -1.0983 0.2732 -3.7532
H -2.7584 0.9388 -3.9649
H -1.6832 -1.5382 -2.2176
H -3.3515 -1.0902 -2.6657
H -2.8552 -1.0866 -0.9587
H -0.3342 1.7842 -1.5460
H 0.5606 1.8001 -2.8663
C 2.1482 -2.0596 0.2969
C 3.3732 -1.9217 1.2430
C 4.3043 -3.1109 1.1084
O 4.5939 -3.2377 -0.2533
C 5.3871 -4.4037 -0.5183
N 4.0252 -0.7157 0.8018
H 2.3978 -2.0652 -0.7580
H 1.4328 -1.2666 0.5256
H 1.6226 -2.9801 0.5629
H 3.0320 -1.8570 2.2760
H 3.7956 -3.9932 1.5123
H 5.2108 -2.9532 1.7063
H 5.6006 -4.4016 -1.5848
H 4.8187 -5.3041 -0.2840
H 6.3386 -4.3325 0.0110
H 3.3739 0.0790 0.6524
H 4.4014 -0.9578 -0.1324
C -0.9486 0.4370 1.9243
C -2.3345 1.0304 1.7396
C -2.9497 1.5010 3.0318
O -3.2912 0.3957 3.8149
C -3.7536 0.7506 5.0889
N -2.2328 2.1300 0.7513
H -0.3078 1.1878 2.3943
H -0.4595 0.1822 0.9804
H -0.9816 -0.4634 2.5401
H -3.0063 0.2519 1.3443
H -3.8267 2.1364 2.8223
H -2.2614 2.1851 3.5555
H -2.9874 1.2255 5.7144
H -4.0632 -0.1617 5.5977
H -4.6258 1.4153 5.0516
H -1.9129 1.6542 -0.0921
H -3.1834 2.3729 0.4699
```

relative energy (zero: lowest compared OMol25 entry of this formula, charge and spin): 16.2 kcal per mole
orbital gap (alpha / beta): 8.7 / 4.2 eV
total charge: +1
2S+1: 3
HOMO (alpha / beta): -11.48 / -11.48 eV

Results of the natural (NBO) charge analysis, in e, for atoms 1 through 5: Pd 0.751; Cl -0.809; C -0.624; C -0.075; C -0.073

***

Entry from the Open Molecules 2025 dataset: C12H33ClN3O3Pd2 as an isolated structure in a non-equilibrium geometry (the ωB97M-V functional and the def2-TZVPD basis).

```
54
Properties=species:S:1:pos:R:3
Pd -30.9546 2.9106 17.8389
Pd -26.7469 -2.2727 19.4211
Cl -28.9459 0.0122 17.8401
C -30.4628 1.6959 12.9886
C -31.4071 2.2671 14.0621
C -32.2838 1.2066 14.8471
O -32.8794 1.8048 16.0375
C -34.1543 1.2069 16.2283
N -30.5648 3.0725 14.9211
H -30.2539 2.4575 12.2373
H -31.0172 0.8824 12.5207
H -29.4915 1.3408 13.3330
H -32.0665 3.0127 13.6178
H -31.7808 0.3321 15.2597
H -33.0163 0.8421 14.1268
H -33.9150 0.3278 16.8266
H -34.7594 0.8574 15.3917
H -34.8072 1.8632 16.8037
H -29.5932 2.8319 14.7865
H -30.5731 3.9332 14.3926
C -27.8090 -6.8103 16.4711
C -27.6914 -5.3106 16.1406
C -28.3222 -5.0913 14.6988
O -28.0845 -3.8246 14.2603
C -28.3722 -3.5210 12.9483
N -28.2452 -4.4573 17.1890
H -28.4542 -7.2969 15.7397
H -28.0586 -7.1027 17.4910
H -26.8624 -7.2714 16.1892
H -26.6496 -4.9903 16.1494
H -29.3884 -5.3058 14.7726
H -27.9009 -5.8419 14.0301
H -27.6620 -3.9645 12.2505
H -28.2520 -2.4799 12.6487
H -29.3819 -3.8000 12.6470
H -28.6395 -3.6737 16.6884
H -29.0567 -4.9787 17.4886
C -23.8714 2.2125 19.6632
C -24.7096 1.0007 19.2094
C -23.8168 0.1479 18.2556
O -24.5945 -0.9735 17.7128
C -23.9240 -1.5902 16.5919
N -25.2677 0.2483 20.3302
H -23.2809 1.9212 20.5319
H -24.5687 2.9791 20.0008
H -23.1416 2.5310 18.9188
H -25.4179 1.4831 18.5358
H -22.9691 -0.2166 18.8358
H -23.3296 0.7750 17.5089
H -24.5171 -2.3662 16.1080
H -23.0697 -2.1041 17.0325
H -23.5117 -0.9105 15.8461
H -24.5521 0.1927 21.0408
H -25.9566 0.8136 20.8055
```

relative energy (zero: lowest compared OMol25 entry of this formula, charge and spin): 140.8 kcal per mole
orbital gap (alpha / beta): 7.9 / 3.3 eV
total charge: +3
2S+1: 5
HOMO (alpha / beta): -17.08 / -17.07 eV

Results of the natural (NBO) charge analysis, in e, for atoms 1 through 5: Pd 0.900; Pd 0.890; Cl 0.005; C -0.633; C -0.078

***

| no. | M (u) |
| --- | --- |
| 1 | 414.51 |
| 2 | 250.28 |
| 3 | 478.17 |
| 4 | 409.29 |
| 5 | 515.71 |